A structure of composition C35H59HoNP2 in a non-equilibrium geometry, computed with the ωB97M-V functional and the def2-TZVPD basis.

The geometry in XYZ format:
```
98
Properties=species:S:1:pos:R:3:forces:R:3:mulliken_spin:R:1
Ho 0.8996 0.0759 0.1316 0.2 0.2 -1.3 4.073
C -1.2762 -0.6222 1.5111 0.8 -0.7 0.2 0.010
C -0.8980 -1.7404 0.7061 0.3 0.2 0.7 -0.005
C 0.8584 -1.2756 2.1575 -1.2 -0.4 -0.3 -0.015
C -0.1876 -0.3175 2.3845 -0.1 -0.9 -0.5 0.001
C 0.4155 -2.1538 1.1016 -0.4 0.8 0.7 -0.009
C -2.6596 -0.0912 1.6492 -0.6 0.4 -0.1 -0.001
H -3.2118 -0.1114 0.6976 0.1 0.0 0.3 0.000
H -2.6606 0.9482 2.0003 -0.1 -0.2 0.0 0.000
H -3.2465 -0.6866 2.3781 0.3 0.3 -0.3 0.000
C -0.2001 0.7033 3.4586 0.1 0.6 0.6 -0.004
H -1.0254 1.4154 3.3309 0.1 -0.2 0.1 -0.001
H 0.7194 1.3018 3.4632 -0.1 -0.2 0.1 0.001
H -0.2985 0.2327 4.4509 0.0 0.2 -0.3 0.000
C 2.0998 -1.3839 2.9641 0.7 0.1 0.4 -0.004
H 1.9532 -1.9294 3.9129 -0.1 0.1 -0.4 0.000
H 2.4880 -0.3898 3.2313 -0.1 -0.2 0.0 -0.001
H 2.8911 -1.8925 2.4068 -0.2 0.0 0.2 0.000
C 1.1562 -3.3131 0.5374 0.3 -0.5 -0.2 -0.002
H 0.9625 -4.2308 1.1173 0.0 0.3 -0.2 0.000
H 2.2418 -3.1508 0.5467 -0.2 -0.1 0.1 -0.001
H 0.8587 -3.5124 -0.5039 0.1 0.0 0.3 -0.001
C -1.8166 -2.4886 -0.2025 -0.2 -0.3 -0.4 0.000
H -2.1321 -3.4558 0.2347 0.2 0.4 -0.2 0.000
H -1.3360 -2.6960 -1.1686 -0.2 -0.2 0.3 0.000
H -2.7259 -1.9115 -0.4167 0.2 -0.2 0.1 -0.001
C -0.6707 2.3312 -1.6959 -0.5 -0.3 0.6 0.002
C -1.7903 1.6043 -1.4751 0.8 0.4 0.3 0.002
C -2.4120 0.5571 -2.3382 -0.4 -0.6 -0.2 -0.001
C -1.5282 -0.1468 -3.3961 -1.2 0.6 -0.1 -0.001
C -0.2802 -0.7612 -2.8951 1.2 -0.2 0.4 -0.005
C 0.9426 -0.1779 -2.8082 -0.4 -0.4 -0.6 0.011
C 1.2997 1.2674 -3.0342 0.1 0.5 -0.1 -0.002
C 0.1853 2.3461 -2.9179 0.7 0.5 -0.8 -0.003
H -3.3044 0.9584 -2.8563 0.4 0.0 0.3 0.000
H -1.2961 0.5522 -4.2212 -0.1 -0.5 0.6 0.000
H -2.8136 -0.2153 -1.6661 0.0 0.2 -0.1 -0.001
H -0.4323 2.3383 -3.8347 0.3 0.0 0.6 0.000
H -0.4098 3.1017 -0.9581 -0.2 -0.3 -0.1 -0.001
H -2.3310 1.8065 -0.5452 0.1 0.0 -0.2 0.001
H 0.7239 3.3216 -2.9208 -0.4 -0.6 -0.1 0.000
H 2.1299 1.5468 -2.3566 -0.2 -0.2 0.0 0.000
H 1.8120 -0.8482 -2.8648 -0.4 0.1 0.7 0.000
H 1.7571 1.3480 -4.0424 -0.2 -0.1 0.4 0.001
H -2.1462 -0.9507 -3.8457 0.3 0.4 0.2 0.000
H -0.3350 -1.8365 -2.6882 0.2 0.3 -0.3 0.000
P -0.2398 1.3960 -6.1002 0.6 0.6 -1.8 0.000
C -0.3711 3.2200 -6.3423 -0.3 0.0 0.1 0.000
C -1.5006 0.9502 -7.3725 -0.2 0.0 0.2 0.000
P 2.0581 -0.4463 -6.8444 0.3 0.8 -1.4 0.000
C 1.2516 1.2025 -7.2040 -0.2 -0.3 0.4 0.000
C 1.4488 -1.3168 -8.3688 -0.1 -0.4 0.3 0.000
C 3.6615 0.0070 -7.6554 0.2 -0.3 0.4 0.000
H 0.4975 3.7240 -5.8967 -0.3 -0.1 -0.1 0.000
H -1.2950 3.5718 -5.8661 0.2 0.2 -0.1 0.000
H -0.4073 3.4212 -7.4240 0.0 0.1 0.4 0.000
H -1.3527 1.5918 -8.2540 -0.1 -0.3 0.2 0.000
H -2.4906 1.1519 -6.9411 0.1 -0.2 -0.3 0.000
H -1.4315 -0.1073 -7.6617 -0.1 0.3 0.1 0.000
H 3.4963 0.3110 -8.6983 0.1 0.0 0.3 0.000
H 4.3047 -0.8800 -7.6344 0.1 0.3 -0.1 0.000
H 4.1435 0.8223 -7.1043 0.0 -0.2 -0.1 0.000
H 1.9711 2.0183 -6.9979 -0.3 -0.4 0.0 0.000
H 0.9309 1.2613 -8.2674 0.3 0.1 0.6 0.000
H 1.9988 -2.2651 -8.4281 -0.3 0.1 -0.1 0.000
H 1.6746 -0.7228 -9.2660 -0.1 -0.2 0.3 0.000
H 0.3734 -1.5234 -8.3180 0.2 -0.1 0.0 0.000
C 5.2858 3.0841 3.7628 0.2 0.2 0.2 0.000
C 4.1100 2.7758 2.8814 -0.3 -0.2 -0.6 -0.001
C 2.9162 3.4998 2.9732 0.0 0.0 0.3 0.000
C 1.8353 3.2620 2.1285 0.2 -0.2 -0.2 0.004
C 0.6675 4.1982 2.2448 -0.4 0.3 0.0 -0.001
C 1.9054 2.2167 1.1779 0.5 0.7 0.0 0.026
C 3.1209 1.4358 1.1010 -0.3 -0.8 -1.2 -0.024
C 4.2068 1.7665 1.9233 0.0 0.3 0.7 -0.001
N 3.1152 0.3641 0.1987 -0.6 0.6 -0.1 -0.033
C 4.3811 -0.3001 -0.2109 -0.5 0.7 0.6 0.001
C 5.3521 0.7644 -0.7540 0.3 -0.1 -0.3 -0.001
C 4.9451 -1.0934 0.9794 0.4 -0.4 0.3 0.000
C 4.0280 -1.2861 -1.3228 0.1 0.0 -0.2 0.007
H 6.1873 3.2732 3.1612 -0.3 -0.1 0.2 0.000
H 5.0902 3.9712 4.3773 0.1 -0.2 -0.1 0.000
H 5.5118 2.2429 4.4350 -0.1 0.2 -0.2 0.000
H 2.8438 4.3095 3.7071 0.0 -0.3 -0.3 0.000
H 0.3727 4.3053 3.3011 0.0 -0.1 -0.4 0.000
H 0.9572 5.2078 1.9087 -0.1 -0.4 0.0 0.000
H -0.2127 3.8801 1.6653 0.3 0.0 0.2 0.000
H 1.1904 2.2719 0.2908 0.9 0.5 1.1 -0.018
H 5.1509 1.2347 1.8314 -0.4 0.2 0.1 0.000
H 4.9191 1.2431 -1.6405 0.0 -0.1 0.1 0.000
H 6.3053 0.3064 -1.0580 -0.3 0.1 0.1 0.000
H 5.5833 1.5665 -0.0452 -0.1 -0.3 -0.2 0.000
H 4.4761 -2.0873 1.0112 0.2 0.2 0.0 0.000
H 6.0313 -1.2435 0.8932 -0.2 0.0 -0.1 0.000
H 4.7558 -0.6243 1.9551 0.1 -0.2 -0.5 0.000
H 3.2355 -1.9740 -0.9917 0.2 0.1 0.0 -0.002
H 3.6757 -0.7633 -2.2226 0.3 -0.1 0.2 0.000
H 4.9057 -1.8936 -1.5866 -0.2 0.2 0.0 0.000
```
Forces are in eV/Å.

Summary:
- total charge = +1
- relative energy (zero: lowest compared OMol25 entry of this formula, charge and spin) (kJ/mol) = 0.0
- HOMO-LUMO gap (alpha / beta) (eV) = 7.7 / 7.8
- 2S+1 = 5